Record 1
10
Properties=species:S:1:pos:R:3:forces:R:3:lowdin_charge:R:1 method="wB97M-V/def2-TZVPD" relative_energy_kj_mol=352.4 total_charge=0 spin_multiplicity=1 homo_ev="-9.50 / -9.50"
C -1.1167 0.0685 0.3686 -1.139 -2.159 2.122 -0.089
C -1.9894 0.4073 -0.5569 -1.277 1.730 1.066 -0.090
O 1.5726 -1.6526 -0.4167 -0.073 -0.109 -0.261 -0.609
O 2.1114 1.2704 -0.1199 -0.495 0.540 -0.442 -0.599
S 2.6897 -1.4556 0.5068 0.339 0.572 0.376 0.612
S 3.0272 0.5410 0.7393 0.385 -1.071 0.295 0.611
H -1.5214 -0.3398 1.4092 1.301 1.787 -1.849 0.101
H -0.1247 -0.1907 0.0267 -0.026 -0.386 0.362 -0.010
H -1.7225 0.3757 -1.5536 0.882 0.324 -2.045 0.016
H -2.9262 0.9758 -0.4036 0.104 -1.230 0.377 0.059



Record 2
16
Properties=species:S:1:pos:R:3:forces:R:3:lowdin_charge:R:1 method="wB97M-V/def2-TZVPD" relative_energy_kj_mol=434.4 smiles="OCC(CO)OC=S" total_charge=0 spin_multiplicity=1 homo_ev=-9.01
O 1.5935 1.7494 -1.1457 0.781 -0.863 2.526 -0.047
C 1.5370 0.8795 0.0620 -1.996 1.216 -1.166 -0.154
C 0.4192 -0.1175 -0.1267 -1.431 5.426 2.928 -0.329
C 0.0011 -0.6856 1.2467 1.219 0.249 -1.981 -0.203
O -0.9143 -1.7075 0.8790 1.653 -3.463 -0.891 -0.171
O -0.6061 0.7747 -0.7357 -3.892 -4.494 1.101 -0.189
C -1.9244 0.0256 -0.8078 -0.090 0.445 -2.267 -0.596
S -3.2910 0.8737 -1.2657 2.376 -1.377 1.112 0.633
H 0.6728 1.9345 -1.3225 -0.388 0.332 -0.262 0.054
H 2.4068 0.3301 0.0276 2.320 -0.777 0.428 0.097
H 1.2871 1.2680 1.0929 0.937 0.924 -1.256 0.141
H 0.6919 -0.8031 -0.7887 0.829 -3.346 -2.884 0.104
H 1.0235 -1.0476 1.6543 -1.840 0.295 0.158 0.155
H -0.5063 0.1255 1.8758 0.694 -1.474 -0.762 0.164
H -0.4385 -2.3598 0.1364 -1.669 2.598 3.191 0.195
H -1.9524 -1.2400 -0.7820 0.496 4.310 0.025 0.147



Record 3
88
Properties=species:S:1:pos:R:3:forces:R:3:lowdin_charge:R:1 method="wB97M-V/def2-TZVPD" relative_energy_kj_mol=525.6 total_charge=-1 spin_multiplicity=2 homo_ev="-2.89 / -2.89"
Ti -0.6366 -0.4011 -0.0307 1.528 2.397 -0.107 0.715
O -1.1525 -0.7013 1.6430 -0.196 0.076 2.201 -0.192
C -2.1970 -1.3883 1.9458 -1.390 -0.762 1.412 -0.159
C -3.0580 -2.0405 1.0406 -0.226 -0.189 -0.987 -0.119
C -4.1906 -2.7479 1.4898 -0.147 -0.058 0.019 0.061
C -5.0573 -3.3536 0.5999 1.229 0.717 -0.326 -0.167
C -4.8421 -3.3129 -0.7848 0.057 0.015 0.140 0.013
C -3.7366 -2.6449 -1.2593 0.055 0.073 0.030 0.037
C -2.8468 -2.0121 -0.3860 -0.989 -0.681 0.853 -0.277
O -1.7899 -1.4250 -0.8760 -0.922 -1.094 -0.225 -0.282
N -6.1985 -4.0411 1.1067 -0.809 -0.488 0.472 -0.367
O -6.8427 -4.7351 0.3396 -0.022 0.000 -0.054 0.066
O -6.4765 -3.9002 2.2858 -0.051 -0.047 0.077 0.061
H -2.4339 -1.4566 3.0152 0.033 -0.017 -0.245 0.133
H -4.3835 -2.8232 2.5494 -0.078 0.008 0.053 0.125
H -5.5374 -3.7975 -1.4507 -0.027 -0.020 -0.014 0.117
H -3.5202 -2.5812 -2.3172 -0.016 0.018 -0.026 0.134
Se 0.4469 3.7342 -3.9282 0.390 0.014 0.544 -0.414
Sb 0.2300 1.3176 -4.4163 0.046 2.089 -3.067 -0.022
Se -0.0469 0.5271 -2.0163 0.896 1.804 -0.680 0.170
Se 0.2675 -1.4799 -2.9352 0.297 -2.032 -1.154 0.439
Se -1.9403 1.4866 -5.5142 -0.130 -0.587 0.164 -0.383
C -2.6492 2.8142 -1.8158 -0.051 -0.283 -0.137 -0.021
C -2.3230 2.2612 -0.4759 -0.086 0.389 -0.083 -0.501
O -2.3277 1.0510 -0.2052 -0.064 -0.056 0.415 -0.078
N -1.9825 3.1677 0.4688 0.059 -0.052 0.073 0.096
C -1.4328 2.7396 1.7411 -0.052 -0.284 0.032 -0.100
C 0.0650 2.5896 1.6288 0.080 0.231 0.229 -0.270
C 0.9179 3.3661 2.4040 -0.078 -0.073 -0.114 -0.034
C 2.2792 3.3342 2.1510 0.094 -0.104 -0.280 -0.049
C 2.7404 2.5456 1.1084 -0.164 0.152 0.231 -0.035
C 1.8249 1.7593 0.4303 0.254 -0.086 -0.384 -0.152
N 0.5197 1.7530 0.6909 -0.043 -0.215 0.174 0.059
H -3.2209 2.1036 -2.4125 0.111 0.044 0.060 0.084
H -1.7030 3.0129 -2.3541 0.009 -0.015 -0.065 -0.019
H -3.1669 3.7658 -1.7453 -0.086 0.106 0.033 0.091
H -1.7565 4.0981 0.1450 -0.107 -0.066 -0.003 0.158
H -1.9009 1.7784 1.9924 0.098 0.248 -0.028 0.123
H -1.6832 3.4724 2.5113 0.020 -0.082 -0.063 0.125
H 0.5172 3.9887 3.1924 -0.065 0.068 -0.046 0.113
H 2.9590 3.9444 2.7286 0.039 0.021 0.041 0.109
H 3.7812 2.5305 0.8206 0.017 -0.025 0.011 0.111
H 2.1561 1.1202 -0.3884 -0.174 0.122 0.188 0.081
C 1.7363 -4.6044 -1.8379 0.267 0.209 -0.247 -0.099
N 1.7716 -3.3603 -1.1398 -0.216 0.452 0.670 -0.205
C 0.6693 -2.5502 -1.0044 -0.585 -0.620 -0.883 -0.525
N 1.0267 -1.5108 -0.1589 -0.082 -0.843 0.476 -0.146
C 2.3852 -1.6261 -0.1172 0.326 -0.057 0.059 -0.255
N 2.8715 -2.6933 -0.6711 0.628 0.068 -0.035 0.115
C 0.7712 -5.5412 -1.1515 -0.082 -0.218 -0.080 -0.191
C -0.0522 -6.4063 -1.8605 0.107 0.086 0.141 -0.022
C -0.9557 -7.2189 -1.1893 -0.061 -0.083 0.000 -0.063
C -1.0708 -7.1663 0.1864 0.086 0.111 0.229 -0.015
C -0.2537 -6.2925 0.9046 0.310 0.138 -0.721 -0.136
C 0.6718 -5.5013 0.2287 -0.137 -0.163 0.174 0.034
C -0.3480 -6.1692 2.3374 -0.398 -0.327 0.848 -0.273
N -1.1219 -6.8080 3.1682 -0.038 -0.316 -1.755 0.104
N -0.8640 -6.3463 4.3962 0.789 1.003 1.417 0.104
C 0.0645 -5.4377 4.2835 -0.758 -0.867 -0.391 -0.281
O 0.4413 -5.2770 2.9889 -0.195 -0.160 0.155 0.131
C 0.6724 -4.6263 5.3044 0.563 0.646 0.368 -0.132
C 0.2227 -4.6522 6.6265 0.025 -0.044 -0.288 -0.012
C 0.7879 -3.8010 7.5553 0.014 0.039 0.076 -0.064
C 1.7878 -2.9091 7.1866 0.106 -0.095 -0.178 -0.030
C 2.2581 -2.8947 5.8799 0.025 -0.048 0.245 -0.201
C 3.2691 -1.8766 5.4000 -0.196 -0.246 0.343 -0.079
N 2.6044 -1.0256 4.4430 0.209 0.366 -0.582 -0.137
C 2.5796 -1.0930 3.1031 -0.177 0.213 0.062 -0.137
N 1.6803 -0.2601 2.6223 0.207 -0.289 -0.257 0.110
C 1.1522 0.2938 3.7350 0.236 -0.303 -0.056 -0.200
N 1.6869 -0.1404 4.8486 -0.288 0.198 0.930 0.121
C 1.7050 -3.7588 4.9505 -0.172 -0.238 0.129 0.035
H 2.7503 -5.0084 -1.8533 -0.040 0.019 0.003 0.137
H 1.4210 -4.4288 -2.8785 0.080 -0.137 0.064 0.123
H -0.2870 -3.0681 -0.8978 0.311 0.189 0.045 0.108
H 3.0091 -0.8839 0.3501 0.050 -0.032 0.043 0.098
H 0.0021 -6.4375 -2.9387 0.002 0.024 -0.127 0.115
H -1.5902 -7.8892 -1.7499 -0.060 -0.037 -0.045 0.105
H -1.7818 -7.7767 0.7206 -0.104 -0.065 0.003 0.114
H 1.3065 -4.8313 0.7908 0.011 0.104 -0.034 0.129
H -0.5741 -5.3281 6.8898 -0.113 -0.074 0.079 0.114
H 0.4325 -3.8088 8.5761 -0.030 -0.016 0.034 0.105
H 2.1937 -2.2190 7.9129 0.028 0.054 0.045 0.111
H 4.1239 -2.3608 4.9168 -0.129 0.172 0.019 0.136
H 3.6135 -1.2556 6.2300 0.055 -0.083 -0.142 0.126
H 3.2079 -1.7492 2.5346 0.182 -0.162 -0.146 0.122
H 0.3518 1.0054 3.7169 -0.084 0.122 0.075 0.101
H 2.0599 -3.7517 3.9305 -0.010 0.036 -0.127 0.121



Record 4
77
Properties=species:S:1:pos:R:3:forces:R:3:lowdin_charge:R:1 method="wB97M-V/def2-TZVPD" total_charge=+1 spin_multiplicity=1 homo_ev=-12.79
C 3.8819 -0.7883 -3.2187 -0.692 0.183 -0.467 -0.113
N 3.6502 0.6435 -3.4906 0.610 -0.227 0.744 -0.085
C 2.7927 1.2697 -2.4898 0.178 -0.738 -0.666 -0.184
C 1.3512 0.8169 -2.5368 -0.047 1.943 0.548 -0.279
C 0.4350 1.2171 -3.7064 0.036 -1.267 1.412 -0.087
C -0.9104 0.7143 -3.1352 1.520 -1.177 0.390 -0.116
C -0.4610 -0.6725 -2.6314 -0.588 -0.590 -1.963 -0.106
N 1.0079 -0.5934 -2.2284 -1.679 -0.525 0.278 0.117
H 4.9016 -1.0834 -3.4179 0.280 0.093 -0.014 0.080
H 3.2597 -1.3606 -3.9067 -0.069 -0.329 -0.034 0.071
H 3.6275 -1.0780 -2.1974 0.189 -0.021 0.246 0.076
H 4.5582 1.0765 -3.3661 0.035 0.254 -0.440 0.102
H 3.1762 1.1747 -1.4692 0.021 -0.185 0.172 0.131
H 2.7626 2.3276 -2.7127 -0.066 0.359 0.038 0.122
H 0.9004 1.3462 -1.6984 0.003 -0.031 0.375 0.152
H 0.4613 2.2798 -3.8555 0.142 0.314 -0.482 0.111
H 0.7534 0.5904 -4.5321 -0.204 0.482 -0.787 0.130
H -1.2104 1.2477 -2.2474 -0.490 0.783 -0.211 0.119
H -1.6601 0.5547 -3.8907 -0.532 0.338 0.020 0.124
H -0.4397 -1.2833 -3.5347 0.036 -0.234 0.011 0.116
H -1.1140 -1.2171 -1.9671 0.204 0.246 0.788 0.120
H 1.4405 -1.3319 -2.7747 0.765 0.279 0.110 0.149
H 1.0710 -0.8094 -1.2320 0.339 0.130 0.103 0.145
C -0.7052 -2.9431 0.8789 -0.021 0.212 0.133 -0.047
C -0.4179 -1.5063 0.9382 -0.231 -1.238 -0.051 -0.281
N -0.1917 -0.3875 0.9637 0.331 0.968 -0.330 0.146
H -0.2556 -3.4447 1.7334 -0.003 -0.029 0.008 0.092
H -1.7813 -3.1040 0.8995 -0.013 -0.023 0.028 0.092
H -0.2977 -3.3685 -0.0371 0.013 -0.039 0.012 0.078
C -1.4653 -4.4852 -5.0237 0.137 -0.171 0.069 -0.065
C -0.3886 -5.0340 -4.1950 -0.736 0.416 -0.548 -0.291
N 0.4526 -5.4374 -3.5373 0.600 -0.151 0.503 0.123
H -2.3934 -5.0167 -4.8266 -0.013 -0.009 0.000 0.088
H -1.6048 -3.4308 -4.7943 -0.035 0.013 -0.017 0.062
H -1.2143 -4.5891 -6.0769 0.001 -0.008 -0.014 0.087
C 1.5709 5.1562 -5.0447 -0.168 0.013 -0.087 -0.064
C 0.3182 4.7819 -5.7024 0.803 0.240 0.408 -0.292
N -0.6580 4.4879 -6.2155 -0.669 -0.302 -0.279 0.132
H 2.2528 5.5887 -5.7731 0.029 0.004 0.005 0.088
H 1.3725 5.8875 -4.2640 0.015 0.018 0.003 0.086
H 2.0354 4.2758 -4.6041 0.043 0.001 -0.018 0.059
C -2.3820 -2.3848 4.6666 -0.059 -0.136 -0.072 -0.070
C -2.6190 -3.7919 4.3438 0.118 0.887 0.232 -0.296
N -2.8008 -4.8890 4.0839 -0.137 -0.730 -0.252 0.122
H -2.0285 -2.2936 5.6907 0.030 0.033 0.000 0.087
H -1.6308 -1.9742 3.9945 0.035 0.091 0.079 0.050
H -3.3075 -1.8215 4.5591 -0.017 0.004 0.037 0.072
C 0.8718 2.8881 3.6619 -0.128 -0.050 -0.263 -0.077
C 0.2303 1.6806 4.1681 0.507 0.928 -0.320 -0.308
N -0.2894 0.7475 4.5664 -0.566 -0.926 0.324 0.137
H 0.9239 3.6290 4.4512 0.051 0.030 0.090 0.038
H 1.8783 2.6613 3.3167 0.015 -0.016 0.032 0.084
H 0.2878 3.2833 2.8311 0.026 -0.022 -0.036 0.077
C -0.7145 2.7465 8.1929 0.078 0.035 -0.075 -0.058
C 0.3819 3.1537 7.3179 -0.609 -0.241 0.594 -0.262
N 1.2575 3.4635 6.6542 0.548 0.218 -0.338 0.143
H -1.5878 2.4940 7.5966 -0.015 0.021 -0.015 0.066
H -0.4145 1.8785 8.7762 0.020 -0.011 -0.003 0.084
H -0.9682 3.5616 8.8667 -0.018 0.027 -0.016 0.088
C 6.6383 -1.1302 -6.8243 0.084 0.115 0.076 -0.067
C 7.0674 -0.1262 -5.8512 -0.297 -0.622 -0.577 -0.290
N 7.3894 0.6546 -5.0833 0.110 0.521 0.590 0.126
H 6.5096 -2.0909 -6.3302 0.017 -0.021 -0.011 0.080
H 5.6950 -0.8271 -7.2733 -0.002 0.005 -0.022 0.081
H 7.3895 -1.2291 -7.6046 0.000 -0.019 -0.020 0.085
C -3.2950 2.9722 4.2933 0.007 0.135 0.078 -0.068
C -2.8738 4.0773 5.1541 -0.246 -0.686 -0.510 -0.285
N -2.5445 4.9344 5.8326 0.270 0.526 0.464 0.141
H -3.3881 2.0620 4.8820 0.014 -0.024 -0.019 0.079
H -4.2561 3.2059 3.8405 -0.020 -0.003 0.003 0.082
H -2.5573 2.8143 3.5094 0.005 -0.041 0.004 0.064
C -6.7215 -4.2866 5.7557 0.014 0.136 0.002 -0.065
C -6.4252 -2.8556 5.8064 -0.284 -1.387 -0.046 -0.291
N -6.1942 -1.7423 5.8461 0.362 1.275 -0.015 0.121
H -6.2759 -4.7842 6.6140 0.004 -0.019 0.002 0.084
H -7.7985 -4.4385 5.7727 -0.009 -0.009 0.005 0.083
H -6.3121 -4.7144 4.8431 0.018 -0.020 0.006 0.078